The following is a DFT calculation (the ωB97M-V functional and the def2-TZVPD basis) of a 10-piece molecular cluster, C31H69N6O9 overall at a distorted geometry.

Energy ... -60624.7448 eV
Max |F| ... 4.86 eV Å⁻¹
Total charge ... +1
Molar mass ... 669.926 g/mol

Geometry (Å):
C -1.30490 -0.17953 -0.68153
N 0.02261 -0.10915 0.10649
C 0.55849 -1.63880 0.12932
C 0.98549 0.92830 -0.55459
C -0.20951 0.36614 1.56907
C -1.00386 1.73631 1.92779
O -2.16898 1.84437 1.12947
H -2.00592 -0.74441 -0.06705
H -1.04735 -0.77259 -1.55906
H -1.63108 0.82787 -0.94010
H -0.08298 -2.30183 0.70984
H 1.60716 -1.64303 0.42660
H 0.65571 -1.88078 -0.92903
H 1.87672 0.99560 0.06934
H 0.38393 1.83502 -0.49066
H 1.38824 0.77362 -1.55557
H 0.73614 0.28510 2.10505
H -0.87500 -0.41476 1.93705
H -0.27202 2.53850 2.02268
H -1.29875 1.83381 2.97260
H -2.62423 2.62770 1.44686
C -1.28189 2.54557 -3.35263
O -0.11010 2.17848 -3.41808
N -2.04426 2.55196 -4.46792
C -3.44760 2.93735 -4.44573
C -1.63994 2.09408 -5.77331
H -1.76572 2.86562 -2.41686
H -4.01478 2.08842 -4.82748
H -3.76949 3.78001 -5.05762
H -3.90029 3.10685 -3.46878
H -2.13369 2.58457 -6.61219
H -0.58804 2.26153 -6.00477
H -1.88880 1.03341 -5.80714
C -3.61403 5.10324 3.00663
O -3.72328 4.01065 2.40443
N -2.49517 5.75984 3.06694
C -2.41358 7.03545 3.87938
C -1.21953 5.39013 2.44086
H -4.46612 5.63305 3.45989
H -3.31268 7.28730 4.44178
H -2.26828 7.91206 3.24808
H -1.61340 6.99322 4.61831
H -1.28056 4.64681 1.64597
H -0.84111 6.32717 2.03238
H -0.44549 5.03614 3.12178
C 2.76095 4.63296 1.33019
O 2.20618 3.69139 1.91616
N 2.59772 4.99587 0.05171
C 3.16083 6.33218 -0.31553
C 1.62943 4.39090 -0.83705
H 3.57829 5.17438 1.83122
H 3.84517 6.08060 -1.12577
H 3.73721 6.89565 0.41822
H 2.43414 7.03348 -0.72566
H 1.71765 3.31493 -0.68670
H 0.64820 4.71454 -0.48982
H 1.73959 4.53584 -1.91173
C 1.24888 -3.14006 -4.22041
O 0.42917 -3.23358 -3.26959
N 2.37614 -3.89364 -4.25784
C 3.43327 -3.61890 -5.24937
C 2.76213 -4.88504 -3.21776
H 1.12734 -2.46704 -5.08323
H 3.67427 -4.60132 -5.65543
H 4.36247 -3.43391 -4.71043
H 3.27345 -2.77381 -5.91898
H 1.84966 -5.08999 -2.65785
H 3.19719 -5.75099 -3.71671
H 3.34137 -4.42879 -2.41501
C 4.78113 -1.91227 -0.44407
C 4.65165 -1.54033 0.97704
O 3.93924 -0.61602 1.39447
C 5.57323 -2.34146 1.86956
H 3.73183 -2.07483 -0.69034
H 5.31633 -2.82265 -0.71400
H 5.08747 -1.07560 -1.07196
H 5.24183 -3.37817 1.81038
H 5.39032 -2.05931 2.90639
H 6.59277 -2.14777 1.53620
C -5.28337 -0.70758 -2.26282
C -6.08896 -1.15638 -1.09929
O -7.10865 -1.83864 -1.21135
C -5.58532 -0.66963 0.22684
H -5.74638 -0.95443 -3.21822
H -4.39932 -1.32568 -2.41938
H -4.99620 0.34076 -2.18137
H -5.17294 0.33853 0.26748
H -4.78398 -1.23654 0.70073
H -6.46074 -0.58527 0.87075
C 0.85089 -6.05494 0.98881
C 2.17578 -5.21029 0.93022
O 2.22628 -4.05378 1.32706
C 3.36953 -5.81395 0.40226
H 0.13769 -5.61135 1.68356
H 0.99993 -7.06555 1.36904
H 0.47488 -6.23980 -0.01744
H 3.27219 -5.93342 -0.67679
H 3.60735 -6.78728 0.83142
H 4.23410 -5.15269 0.45997
C -2.77569 -4.35400 2.07433
C -2.97452 -5.54427 3.03320
O -1.94133 -6.07678 3.56762
C -4.42091 -5.84249 3.48194
H -3.05300 -3.37687 2.46980
H -3.34193 -4.66240 1.19548
H -1.72987 -4.30889 1.77049
H -4.44529 -6.31277 4.46497
H -4.98597 -6.37451 2.71658
H -4.92995 -4.89175 3.64027
C 3.53326 2.54691 4.42398
C 2.06476 2.38915 4.43148
N 0.92308 2.20041 4.52461
H 4.04995 1.72363 4.91729
H 3.86602 3.49947 4.83630
H 3.58980 2.52558 3.33566

Forces on atoms 1 to 6 (eV/Å):
1.48 -0.27 0.25
0.21 -0.30 -0.17
0.77 2.41 -0.95
-0.41 -0.63 1.19
-1.74 0.01 0.55
1.22 -1.13 -0.10


The following is a DFT calculation (the ωB97M-V functional and the def2-TZVPD basis) of a 8-piece molecular cluster, C31H69NO9PS overall at a distorted geometry.

Energy ... -73309.6020 eV
Max |F| ... 2.36 eV Å⁻¹
Relative energy (zero: lowest compared OMol25 entry of this formula, charge and spin) ... 0.0 kJ/mol
Total charge ... -1
Molar mass ... 662.932 g/mol

Geometry (Å):
O 6.04418 1.46465 -1.82546
C 5.24207 1.04066 -2.72130
O 4.83786 -0.12330 -2.82682
C 4.77125 2.14139 -3.70751
N 3.53915 1.86656 -4.43342
C 2.42921 1.42940 -3.56272
C 1.05224 2.10406 -3.87148
C 0.23821 2.05647 -2.57431
C 0.04006 3.15689 -1.76914
C -0.67312 2.97763 -0.59987
C -1.14958 1.74404 -0.27188
C -0.97039 0.65469 -1.06785
C -0.26214 0.82033 -2.23454
P 4.75543 3.79160 -2.85610
S 3.11642 4.79875 -3.17903
H 5.56933 2.22427 -4.45773
H 3.75984 1.14186 -5.10186
H 2.63925 1.67581 -2.52187
H 2.31662 0.35052 -3.68573
H 1.17342 3.12473 -4.22777
H 0.48573 1.53958 -4.62048
H 0.45899 4.10710 -2.06245
H -0.80014 3.84242 0.04217
H -1.68849 1.62474 0.66492
H -1.33034 -0.33441 -0.80948
H -0.07806 -0.00610 -2.91262
H 4.92783 3.58835 -1.47880
H 5.88600 4.52321 -3.27814
C -1.83784 -2.67304 2.14612
C -1.28755 -1.27632 2.39078
C -0.54803 -1.20166 3.71788
O -2.35123 -0.32607 2.37908
H -2.55025 -2.94519 2.92770
H -2.37207 -2.71257 1.19507
H -1.03755 -3.41605 2.12785
H -0.61281 -1.00050 1.57903
H -1.22400 -1.43091 4.54727
H -0.16371 -0.19460 3.88404
H 0.28825 -1.90311 3.74540
H -2.96226 -0.54917 3.09196
C -5.49939 -3.83515 3.36414
C -5.43833 -2.76662 4.44310
C -6.83215 -2.36411 4.90095
O -4.74395 -1.61701 3.95162
H -6.03323 -3.46315 2.48340
H -4.49901 -4.11090 3.03934
H -6.00360 -4.72912 3.72428
H -4.86516 -3.13761 5.29426
H -7.40502 -1.94660 4.06833
H -6.77532 -1.59254 5.67041
H -7.37788 -3.21908 5.30373
H -5.23521 -1.27524 3.19580
C -3.86438 -8.84395 4.02447
C -3.31461 -7.44314 4.24641
C -2.54271 -7.35180 5.55186
O -4.38877 -6.49954 4.25158
H -4.55772 -9.11682 4.82561
H -4.42093 -8.89275 3.08742
H -3.06236 -9.58302 3.99277
H -2.66180 -7.16978 3.41662
H -3.19424 -7.57666 6.40297
H -2.16047 -6.34128 5.69991
H -1.70235 -8.04374 5.56299
H -4.97768 -6.72580 4.97944
C -2.68660 6.45506 -4.07435
C -1.64093 6.32664 -2.97704
C -1.24632 7.68990 -2.42677
O -0.48923 5.66424 -3.48729
H -2.29662 7.03666 -4.91389
H -2.95334 5.47265 -4.46471
H -3.59244 6.94167 -3.70633
H -2.03010 5.70383 -2.16935
H -0.81070 8.31154 -3.21450
H -0.49028 7.58276 -1.64786
H -2.10862 8.21322 -2.00777
H -0.13028 6.20087 -4.20245
C 7.61269 -0.94617 0.52615
C 8.99485 -0.33355 0.36418
C 9.20787 0.81128 1.34568
O 9.15640 0.13949 -0.96617
H 6.83756 -0.20337 0.32277
H 7.46665 -1.75817 -0.18650
H 7.46811 -1.33785 1.53743
H 9.75913 -1.09884 0.52283
H 8.47860 1.60579 1.16923
H 10.19980 1.24863 1.21420
H 9.11007 0.47177 2.37974
H 8.48208 0.81738 -1.12065
C -3.42564 6.58379 -9.86487
C -3.34303 7.28796 -8.51840
C -2.13234 8.20733 -8.44981
O -3.27466 6.32294 -7.47224
H -2.54127 5.96209 -10.02868
H -4.29306 5.92340 -9.89779
H -3.50190 7.30140 -10.68400
H -4.25276 7.86685 -8.35133
H -1.20782 7.63596 -8.56945
H -2.08164 8.70012 -7.47799
H -2.17049 8.97257 -9.22735
H -2.47572 5.79994 -7.60108
C 2.90432 -6.54629 4.95296
C 1.56236 -6.32989 5.63444
C 1.73855 -5.97495 7.10285
O 0.76396 -7.50931 5.51596
H 3.44420 -7.37492 5.42062
H 2.76269 -6.80652 3.90364
H 3.52597 -5.65171 5.00886
H 1.01867 -5.53172 5.12730
H 2.24208 -6.78589 7.63720
H 0.76840 -5.82927 7.58013
H 2.32605 -5.06348 7.22194
H 1.22923 -8.22712 5.95818

Forces on atoms 1 to 6 (eV/Å):
-0.08 0.35 -0.70
0.95 -0.38 1.79
-0.32 0.33 -0.80
0.02 -0.40 -0.43
-0.04 0.33 0.42
-0.46 0.43 -0.93


The following is a DFT calculation (the ωB97M-V functional and the def2-TZVPD basis) of a 5-piece molecular cluster, C31H70N6O7P overall at a distorted geometry.

Energy ... -65835.0607 eV
Max |F| ... 3.90 eV Å⁻¹
Total charge ... +1
Molar mass ... 669.910 g/mol

Geometry (Å):
C -2.90374 -1.26262 3.09109
C -3.53051 -0.25062 2.11394
C -2.48389 0.51891 1.27637
O -2.57685 0.21654 -0.12278
N -2.96741 1.24588 -0.96617
C -4.06231 2.15537 -0.48787
C -5.35781 1.53853 0.05540
C -5.76853 2.33603 1.30366
C -7.22493 2.08941 1.71217
C -7.61391 0.61002 1.82245
O -8.07866 0.16187 0.55867
C -7.89265 -1.22876 0.40828
C -1.85537 2.13115 -1.48908
C -0.46815 1.96448 -0.87292
C 0.40699 0.76381 -1.31507
C 0.63525 -0.22898 -0.16687
N 1.87779 -0.99263 -0.37339
C 1.92004 -1.60334 -1.72873
C 1.90930 -2.09317 0.55984
C 0.86518 -3.21217 0.50510
O 2.71437 -2.13086 1.39686
P -3.68293 0.41673 -2.48748
C -4.72106 -1.00246 -1.92136
C -2.33589 -0.46419 -3.39584
C -1.77529 -1.71469 -2.69814
H -1.81787 -1.35143 3.01890
H -3.16726 -1.07839 4.12934
H -3.29944 -2.25310 2.86747
H -4.07723 -0.84246 1.37733
H -4.23077 0.41239 2.61436
H -1.52511 0.11944 1.60167
H -2.42609 1.57658 1.53121
H -3.63702 2.81571 0.26979
H -4.30321 2.79072 -1.33173
H -6.16156 1.71418 -0.65906
H -5.35066 0.47494 0.27719
H -5.12947 2.12252 2.16588
H -5.68107 3.40873 1.11700
H -7.45718 2.55355 2.66958
H -7.87812 2.54794 0.96740
H -8.35515 0.46198 2.61052
H -6.71300 0.03495 2.08665
H -8.04137 -1.75248 1.35600
H -6.87404 -1.46185 0.07008
H -8.59757 -1.62764 -0.31492
H -2.13412 3.16345 -1.30158
H -1.75862 2.08394 -2.57145
H 0.07922 2.86479 -1.15008
H -0.46254 1.97583 0.21535
H 0.09893 0.27466 -2.23644
H 1.40541 1.16036 -1.50864
H -0.23366 -0.87547 0.01380
H 0.83216 0.38194 0.71759
H 2.30972 -0.89155 -2.44804
H 2.58763 -2.46462 -1.73356
H 0.92315 -1.95903 -2.01030
H 0.20069 -3.05649 -0.34709
H 1.32215 -4.19313 0.45681
H 0.25576 -3.14599 1.40643
H -5.70002 -0.59541 -1.68859
H -4.85986 -1.68579 -2.75744
H -4.29350 -1.53418 -1.07300
H -1.55764 0.21020 -3.74396
H -2.83690 -0.82195 -4.30068
H -0.93173 -2.13413 -3.24217
H -1.42180 -1.45861 -1.69826
H -2.53359 -2.47975 -2.56369
C 2.27045 5.38660 1.00038
O 1.13482 5.25726 0.57284
N 3.12074 4.36789 1.22151
C 4.46541 4.56546 1.73081
C 2.65555 3.02744 0.93251
H 2.69679 6.37362 1.24367
H 5.19055 4.18013 1.01172
H 4.58195 4.03287 2.67651
H 4.65775 5.62350 1.89475
H 2.37793 2.96838 -0.12184
H 1.76986 2.81869 1.53737
H 3.42964 2.29585 1.15066
C -3.99540 -0.10797 7.59540
O -4.40532 0.12451 6.47006
N -2.78702 -0.62967 7.87392
C -2.34166 -0.89104 9.23027
C -1.90973 -0.93631 6.76151
H -4.60084 0.09661 8.49382
H -1.43716 -0.31609 9.43722
H -2.12383 -1.95424 9.34698
H -3.11182 -0.60759 9.94430
H -1.71811 -0.02398 6.19348
H -2.40520 -1.65466 6.10757
H -0.97018 -1.35021 7.11895
C 4.94774 -0.65568 -1.64773
O 4.48365 -0.27944 -2.71496
N 6.15754 -1.20707 -1.48205
C 6.63358 -1.62676 -0.17848
C 7.01912 -1.39076 -2.64539
H 4.38077 -0.56497 -0.70541
H 7.54758 -1.08347 0.07100
H 6.84787 -2.69722 -0.19340
H 5.88230 -1.42715 0.58421
H 7.21235 -0.42198 -3.10802
H 6.52398 -2.02496 -3.37339
H 7.95938 -1.84664 -2.34375
C 7.51460 -2.47583 -6.59481
O 7.06360 -2.52145 -5.46394
N 8.71590 -1.96749 -6.92384
C 9.19644 -1.94256 -8.29232
C 9.55654 -1.42644 -5.86954
H 6.95385 -2.86042 -7.46373
H 10.12504 -2.51181 -8.36633
H 9.38453 -0.91125 -8.59718
H 8.45925 -2.38025 -8.96213
H 9.77068 -2.20462 -5.13552
H 9.03386 -0.61229 -5.36532
H 10.48803 -1.05617 -6.29017

Forces on atoms 1 to 6 (eV/Å):
-0.33 -0.34 0.14
0.41 -0.36 -0.59
0.32 -0.39 1.70
0.24 0.16 0.58
-0.58 -0.21 -1.68
-0.35 -0.08 0.87


The following is a DFT calculation (the ωB97M-V functional and the def2-TZVPD basis) of C31H71N5O13Si2 as an isolated structure at a distorted geometry.

Energy ... -83123.4711 eV
Max |F| ... 2.84 eV Å⁻¹
Molar mass ... 778.103 g/mol

Geometry (Å):
C -1.15019 4.35768 2.79406
C -1.61435 3.66179 1.52611
O -1.91483 2.27617 1.74637
Si -1.82243 1.33481 0.39062
C -2.39656 -0.39710 0.74831
C -3.26816 -0.55972 2.01106
C -2.42085 -0.95323 3.22619
C -3.12733 -0.63346 4.54850
O -2.35923 0.32946 5.29429
C -3.20242 1.24670 5.89483
C -3.23430 2.55781 5.17646
O -3.84660 0.97683 6.88737
O -0.32545 1.39274 -0.31429
Si 1.05618 1.02258 0.52082
C 1.13326 -0.76864 1.04194
C 2.51556 -1.26725 1.37815
O 2.45020 -2.68183 1.67574
C 2.82651 -2.98086 2.97370
O 4.01317 -3.07931 3.29159
C 1.67758 -3.15579 3.92726
C 1.32086 -1.83264 4.60413
C 1.42729 2.13561 1.97370
C 2.87853 2.01122 2.53170
C 3.51782 3.39820 2.59159
O 2.83116 1.45239 3.83659
O 2.32482 1.18553 -0.61537
N 2.89844 2.46702 -0.64511
O 4.02804 2.44366 -0.92595
N -2.90004 2.07499 -0.78711
C -2.74879 1.42155 -2.12159
C -4.25721 2.09243 -0.35964
C -4.81486 3.41449 0.09831
O -4.98199 1.10830 -0.39145
H -1.93682 4.94104 3.25330
H -0.37558 5.06720 2.52478
H -0.73262 3.67610 3.52076
H -2.46131 4.19985 1.12464
H -0.83222 3.74757 0.77759
H -1.59937 -1.13238 0.77677
H -3.02063 -0.66466 -0.09830
H -3.84286 0.33672 2.20942
H -3.97432 -1.35251 1.79367
H -2.20372 -2.01019 3.16299
H -1.52737 -0.33654 3.20807
H -3.19349 -1.53603 5.14413
H -4.11962 -0.25563 4.33551
H -3.39499 3.36785 5.87075
H -2.28755 2.69091 4.67164
H -3.99270 2.52750 4.40552
H 0.79437 -1.34079 0.17835
H 0.44201 -0.98104 1.84863
H 3.20922 -1.14269 0.55842
H 2.92517 -0.76401 2.24737
H 1.96045 -3.84498 4.71023
H 0.84203 -3.55219 3.36397
H 0.49084 -1.97972 5.28257
H 2.17895 -1.47499 5.15672
H 1.04592 -1.05669 3.90125
H 1.22033 3.16605 1.71301
H 0.76331 1.81518 2.76879
H 3.48765 1.38064 1.89924
H 2.79491 4.12386 2.94637
H 4.35123 3.39105 3.28234
H 3.84470 3.67907 1.60124
H 2.50927 2.14909 4.40686
H -2.01387 0.62536 -2.09430
H -3.68500 0.97513 -2.43115
H -2.41942 2.16397 -2.83195
H -5.89072 3.34259 0.05731
H -4.51914 4.20378 -0.58038
H -4.50369 3.65219 1.10574
C 0.77388 -8.03834 8.82429
C 1.26569 -8.20505 7.39013
C 2.01030 -6.97998 6.84201
O 1.17909 -5.89570 6.47505
C 0.77303 -5.05780 7.54133
N 0.13471 -8.59346 6.54255
H -0.11797 -7.41503 8.88041
H 0.51282 -9.00829 9.24599
H 1.54372 -7.59396 9.45825
H 1.98185 -9.03178 7.38624
H 2.51845 -7.27705 5.92127
H 2.78679 -6.64204 7.54086
H 1.55330 -4.96883 8.30218
H -0.15064 -5.41482 8.00246
H 0.57608 -4.06882 7.12643
H 0.47510 -8.81824 5.61229
H -0.44309 -7.76933 6.40370
C 0.12288 0.03171 -6.52933
C -0.99458 1.04720 -6.33028
C -0.54731 2.32081 -5.60172
O -0.37311 2.17356 -4.20647
C 0.86903 1.62395 -3.80297
N -2.12742 0.39680 -5.66024
H 0.34485 -0.52073 -5.61468
H -0.16593 -0.70178 -7.28141
H 1.03144 0.51548 -6.87569
H -1.33119 1.35756 -7.32410
H -1.33448 3.07183 -5.71659
H 0.36201 2.73616 -6.05689
H 1.68400 1.94260 -4.45936
H 0.82441 0.53257 -3.77086
H 1.07264 1.97684 -2.79444
H -2.91349 1.04040 -5.62877
H -1.87139 0.26705 -4.68526
C 0.39850 2.50207 -10.33370
C 1.84699 2.39430 -9.86766
C 2.87495 2.51819 -11.00059
O 3.00450 1.36757 -11.80966
C 2.03721 1.23177 -12.83342
N 2.00697 1.15225 -9.10460
H 0.05293 1.58471 -10.80916
H -0.25697 2.68754 -9.48255
H 0.26920 3.32445 -11.03982
H 2.03154 3.22962 -9.18521
H 3.85930 2.66547 -10.54911
H 2.67275 3.39995 -11.62329
H 1.74737 2.20365 -13.24293
H 1.14859 0.70422 -12.47876
H 2.48325 0.63703 -13.62967
H 2.93874 1.13148 -8.69859
H 2.01147 0.38244 -9.76841

Forces on atoms 1 to 6 (eV/Å):
0.04 0.24 -0.22
0.48 0.17 0.35
0.00 0.03 -0.22
-0.71 0.27 -0.46
-0.17 0.10 0.35
0.55 -0.35 -0.27


- The highest energy belongs to which entry?
  C31H69N6O9


- Look up the max |F| of the second one.
  2.36 eV Å⁻¹


- max |F| of number 3 (C31H70N6O7P)?
  3.90 eV Å⁻¹